The following is a DFT calculation (wB97M-V/def2-TZVPD) of 2 unconnected molecules or ions with the total composition C4H8ClNO in a non-equilibrium geometry.

Last column: Mulliken spin population.
CARTESIAN COORDINATES (ANGSTROEM)
C -0.4645 0.2048 -1.4192  0.004
C -0.4064 -1.6635 0.3542  0.004
C 1.5914 -0.4064 -0.3981  -0.005
C 0.1489 -0.7467 -0.4062  0.003
N -1.5663 2.1564 1.8859  1.014
O -2.3841 1.4617 2.4202  0.828
Cl 1.7985 1.1008 0.6091  0.007
H 0.0177 1.1743 -1.1780  0.001
H 0.2053 -0.0946 -2.3026  -0.001
H -1.5686 0.2164 -1.4343  -0.005
H -0.4848 1.9322 2.1303  0.150
H 0.2528 -2.2129 0.9913  0.000
H -1.4357 -1.9251 0.1925  0.000
H 1.9631 -0.0967 -1.3915  0.000
H 2.3327 -1.1008 -0.0537  0.000

Output
2S+1: 3
E: -747.22631 a.u.
Max |F|: 0.068 hartree/bohr
ΔE to the lowest compared entry with this formula, charge and spin: 69.6 kJ/mol
HOMO energy (spin up / spin down): -8.5 / -9.9 eV
Orbital gap (spin up / spin down): 9.27 / 9.14 eV
E_LUMO (spin up / spin down): 0.800 / -0.708 eV

---

The following is a DFT calculation (wB97M-V/def2-TZVPD) of C2H4N6 in the gas phase in a non-equilibrium geometry.

Last column: Mulliken charge in e.
CARTESIAN COORDINATES (ANGSTROEM)
H 1.2336 -2.0931 -0.5034  0.299
N 1.8640 -1.2001 -0.1048  -0.567
C 1.1387 -0.1910 -0.1736  0.532
N 1.5762 1.2009 0.2598  -0.543
N -0.2166 -0.1743 -0.0851  0.854
N -1.0218 -1.2267 0.1003  -0.735
C -2.1720 -0.4545 0.2132  0.024
N -2.0729 0.8115 -0.0911  -0.462
N -0.7182 1.0455 -0.3495  -0.403
H 2.5912 1.3356 0.7247  0.238
H 0.8185 2.0409 -0.2705  0.355
H -3.0207 -1.0947 0.2803  0.409

Output
2S+1: 1
SMILES string: [H]/N=C(/N)n1ncnn1
E: -406.98843 a.u.
Max |F|: 0.129 hartree/bohr
ΔE to the lowest compared entry with this formula, charge and spin: 337.3 kJ/mol
HOMO energy: -9.5 eV
Orbital gap: 9.02 eV
E_LUMO: -0.506 eV

---

The following is a DFT calculation (wB97M-V/def2-TZVPD) of 2 unconnected molecules or ions with the total composition C7H17FN3O in a non-equilibrium geometry.

Last column: Mulliken charge in e.
CARTESIAN COORDINATES (ANGSTROEM)
C -2.0203 -1.5217 -0.2062  -0.424
C -2.0592 -0.6032 0.7526  0.182
C -2.1822 -0.9678 2.2599  -1.594
C 3.8265 -0.3097 0.1827  -1.565
C -2.1353 -1.2420 -1.6583  -0.321
C 0.0516 2.2780 -0.0657  0.051
C 2.3177 -0.6192 0.0005  0.402
N -1.0842 2.5969 -0.6637  -0.262
N 0.6285 1.1496 -0.2319  0.147
N 1.5583 0.5799 0.5721  -0.489
O 1.9007 -0.8573 -1.2451  -0.554
F -1.9671 0.0657 -1.9379  -0.317
H -2.1318 -2.5377 0.0527  0.409
H -1.8693 -1.9513 2.4156  0.391
H -1.9755 -0.1642 2.8740  0.416
H -3.2614 -1.0001 2.3787  0.384
H 4.4301 -1.1619 0.0035  0.407
H 3.9843 -0.1197 1.2508  0.453
H 4.2811 0.4236 -0.4389  0.430
H -1.2854 -1.6508 -2.2767  0.206
H -3.1563 -1.2472 -2.0221  0.263
H 0.5793 2.8498 0.6558  0.412
H 1.9300 -1.3806 0.7303  0.241
H -1.3806 3.5556 -0.5559  0.210
H -1.6499 2.0431 -1.2821  0.210
H 0.1382 0.5734 -1.0025  0.235
H 2.3476 1.1537 0.9513  0.304
H -2.2421 0.4112 0.5194  0.405
H 2.4267 -0.3462 -2.0128  0.367

Output
2S+1: 1
E: -615.93063 a.u.
Max |F|: 0.090 hartree/bohr
ΔE to the lowest compared entry with this formula, charge and spin: 446.8 kJ/mol
HOMO energy: -12.5 eV
Orbital gap: 9.82 eV
Net charge: +1
E_LUMO: -2.667 eV

---

The following is a DFT calculation (wB97M-V/def2-TZVPD) of C18H22N8O3 in the gas phase.

Last column: Mulliken charge in e.
CARTESIAN COORDINATES (ANGSTROEM)
C 2.9169 -0.4968 1.0697  -1.891
C 2.6381 -0.3914 -0.4278  1.729
C 3.9634 -0.1132 -1.1759  -1.367
O 4.8002 0.8332 -0.5771  -0.606
C 2.1698 -1.7317 -1.0303  -1.487
N 0.7711 -2.1469 -0.9365  -0.101
C -0.2270 -1.7711 -0.1229  -0.013
O -0.1589 -0.9435 0.7811  -0.604
C -1.5350 -2.4318 -0.4486  0.631
C -2.6472 -1.9593 0.1515  -0.317
N -3.8390 -2.5370 -0.1996  0.156
C -5.1385 -2.3291 0.1519  -0.042
N -5.9092 -3.1701 -0.4876  -0.488
N -5.1389 -3.9523 -1.2899  -0.576
C -3.8965 -3.5678 -1.1130  0.328
C -2.6690 -3.9951 -1.6988  -0.183
N -1.5420 -3.4444 -1.3867  -0.543
N 1.6119 0.6260 -0.7016  0.478
C 1.7626 1.9210 -1.0345  0.734
O 2.8204 2.4873 -1.2853  -0.774
C 0.4613 2.7189 -1.1570  -1.154
C -0.7471 2.1852 -0.4701  0.353
C -1.8076 1.4517 -0.9225  -0.779
N -2.6921 1.1901 0.0965  -0.593
C -2.1704 1.7625 1.1504  -0.157
N -0.9908 2.3742 0.8761  0.463
C -0.2161 3.1712 1.7830  -0.216
C 0.0199 2.6494 3.1671  -0.866
C 1.1506 2.7028 2.1814  -0.135
H 3.6541 -1.2813 1.2509  0.482
H 3.3478 0.4371 1.4271  0.405
H 2.0068 -0.7245 1.6209  0.359
H 4.5173 -1.0557 -1.1917  0.498
H 3.7265 0.1532 -2.2130  0.475
H 4.3638 1.6882 -0.7408  0.432
H 2.3887 -1.7034 -2.1007  0.539
H 2.7985 -2.5115 -0.5925  0.332
H 0.4857 -2.8450 -1.6104  0.354
H -2.6465 -1.1329 0.8431  0.668
H -5.4545 -1.5724 0.8486  0.450
H -2.6847 -4.7931 -2.4313  0.476
H 0.7000 0.3775 -0.3342  -0.354
H 0.6998 3.7301 -0.8265  0.427
H 0.2551 2.7862 -2.2272  0.446
H -1.9803 1.1030 -1.9287  0.411
H -2.5934 1.7731 2.1424  0.443
H -0.3677 4.2375 1.6687  0.345
H -0.0039 3.3618 3.9787  0.263
H -0.3766 1.6707 3.3988  0.302
H 1.4813 1.7589 1.7746  -0.044
H 1.9214 3.4506 2.3005  0.312

Output
2S+1: 1
SMILES string: C[C@@](CO)(CNC(=O)c1cn2cnnc2cn1)NC(=O)Cc1cncn1C1CC1
E: -1362.90001 a.u.
Max |F|: 0.003 hartree/bohr
ΔE to the lowest compared entry with this formula, charge and spin: 31.6 kJ/mol
HOMO energy: -9.0 eV
Orbital gap: 8.80 eV
E_LUMO: -0.166 eV

---

The following is a DFT calculation (wB97M-V/def2-TZVPD) of 2 unconnected molecules or ions with the total composition C6H14N5 in a non-equilibrium geometry.

Last column: Mulliken charge in e.
CARTESIAN COORDINATES (ANGSTROEM)
C 1.8312 0.4674 1.8199  -0.485
C 1.4585 -0.6217 -0.3330  0.530
C 0.6050 1.6694 0.1156  0.423
C -2.1509 -1.4386 -1.2692  -1.116
C -1.8354 -0.2920 0.9056  -0.680
C -2.1983 -0.2992 -0.5343  0.086
N 1.0756 1.6884 1.3063  -0.575
N 1.9475 -0.7008 0.8867  -0.213
N 0.8470 0.5467 -0.8585  -0.212
N 1.2957 -1.6953 -1.0754  -0.377
N -0.0631 2.6447 -0.4777  -0.331
H 2.8586 0.8154 2.1303  0.326
H 1.3063 0.0214 2.5761  0.412
H -2.4709 -1.3928 -2.3359  0.301
H -1.7754 -2.2966 -0.7735  0.428
H -2.5713 0.3953 1.3936  0.326
H -0.7979 0.0920 0.9226  0.078
H -1.8004 -1.3665 1.4486  0.267
H -2.2871 0.6983 -0.9703  0.373
H 2.3139 -1.5748 1.2417  0.224
H 0.4573 0.5445 -1.7797  0.333
H 2.0232 -2.4332 -1.2497  0.273
H 0.4856 -1.6246 -1.7243  0.198
H -0.3120 2.7310 -1.4199  0.178
H -0.2425 3.4216 0.0545  0.235

Output
2S+1: 1
E: -510.52501 a.u.
Max |F|: 0.090 hartree/bohr
ΔE to the lowest compared entry with this formula, charge and spin: 244.5 kJ/mol
HOMO energy: -12.7 eV
Orbital gap: 9.74 eV
Net charge: +1
E_LUMO: -2.995 eV

---

The following is a DFT calculation (wB97M-V/def2-TZVPD) of a molecular structure, C21H39N7O3S2Tl in a non-equilibrium geometry.

Last column: Mulliken charge in e.
CARTESIAN COORDINATES (ANGSTROEM)
Tl -2.4897 -0.6462 0.5858  1.332
C -4.2734 -0.7518 3.3187  -1.194
N -3.0573 0.0406 3.1567  0.421
C -3.3387 1.4436 3.4494  -0.975
C -1.9917 -0.4502 4.0312  -1.175
C -1.2990 -1.7079 3.4935  -0.896
N -0.8294 -1.6052 2.1076  0.545
C -0.6385 -2.9301 1.5193  -1.105
C 0.4254 -0.8647 1.9395  -1.178
H -4.6517 -0.7001 4.3490  0.386
H -4.0801 -1.7953 3.0710  0.325
H -5.0458 -0.3777 2.6459  0.341
H -3.6610 1.5898 4.4898  0.318
H -4.1340 1.7998 2.7945  0.258
H -2.4469 2.0436 3.2676  0.256
H -2.3871 -0.6910 5.0301  0.485
H -1.2657 0.3458 4.1475  0.555
H -2.0063 -2.5372 3.5303  0.503
H -0.4640 -1.9524 4.1668  0.238
H 0.1334 -3.5060 2.0470  0.435
H -0.3433 -2.8233 0.4741  0.286
H -1.5751 -3.4845 1.5549  0.354
H 1.2534 -1.3746 2.4408  0.623
H 1.0806 0.6900 3.1605  0.474
H 0.6133 -0.8379 0.8606  -0.226
C -2.9891 -0.8094 -3.0059  -0.588
N -1.7261 -1.1855 -3.6346  0.061
C -1.7304 -1.3179 -5.0848  -1.176
C -0.7066 -1.4215 -2.7588  0.528
O -0.9185 -1.2681 -1.5387  -0.601
N 0.5412 -1.8092 -3.1638  0.205
C 1.0859 -2.0948 -4.4809  -0.935
C 1.5650 -1.9813 -2.1417  -0.501
H -3.7127 -0.5421 -3.7694  0.284
H -2.8400 0.0463 -2.3484  -0.016
H -3.3913 -1.6313 -2.4083  0.290
H -2.6995 -0.9937 -5.4499  0.333
H -1.5941 -2.3526 -5.4047  0.381
H -0.9832 -0.6774 -5.5535  0.412
H 0.3516 -2.0657 -5.2690  0.370
H 1.5296 -3.0932 -4.4715  0.321
H 1.8779 -1.3769 -4.7128  0.311
H 1.1578 -1.7163 -1.1744  -0.374
H 2.4175 -1.3354 -2.3661  0.294
H 1.9063 -3.0193 -2.1194  0.340
N 5.9582 2.2224 -2.9652  -0.462
C 5.5009 1.9834 -1.7046  1.020
C 4.8902 0.7578 -1.3889  -0.750
C 4.3306 0.5561 -0.1454  -0.606
C 4.4267 1.5610 0.8057  0.175
C 5.0076 2.7875 0.5209  -0.677
C 5.5703 2.9837 -0.7212  -0.636
S 3.5633 1.3370 2.3704  1.079
O 4.0852 2.2865 3.3371  -0.585
O 3.6432 -0.0831 2.7103  -0.583
N 0.4019 0.4902 2.4482  0.315
C 0.0882 1.5183 1.6176  -0.461
S 0.8694 3.1032 1.6591  -0.079
C -0.2145 3.5772 0.3857  -0.367
C -1.0087 2.5581 0.0156  -1.033
N -0.8455 1.4011 0.7251  0.524
H 6.0206 1.4767 -3.6330  0.201
H 6.4667 3.0630 -3.1679  0.202
H 4.8679 -0.0275 -2.1340  0.303
H 3.8649 -0.3875 0.1077  0.543
H 5.0404 3.5587 1.2785  0.472
H 6.0676 3.9171 -0.9511  0.304
H -0.2015 4.5848 0.0080  0.501
H -1.7640 2.6010 -0.7546  0.364
C -4.6941 0.8965 -0.2665  -1.327
H -4.3169 1.6427 -0.9526  0.428
H -4.9869 1.2526 0.7115  0.448
H -5.3006 0.1093 -0.6919  0.367

Output
2S+1: 1
E: -2401.16077 a.u.
Max |F|: 0.031 hartree/bohr
ΔE to the lowest compared entry with this formula, charge and spin: 272.4 kJ/mol
HOMO energy (spin up / spin down): -10.6 / -9.8 eV
Orbital gap (spin up / spin down): 7.75 / 5.68 eV
Net charge: +1
E_LUMO (spin up / spin down): -2.813 / -4.157 eV